# C29H36N7O3SSiTb

C29H36N7O3SSiTb as an isolated structure (ωB97M-V with the def2-TZVPD basis set, the OMol25 dataset).

The geometry in XYZ format:
```
78
Properties=species:S:1:pos:R:3:forces:R:3:mulliken_charge:R:1
Tb 0.10539 -0.36838 -0.07126 -0.32 -0.40 -0.41 1.16
N 1.95752 -0.13914 4.08980 0.12 -0.04 -0.10 -0.12
C 0.72497 0.06365 4.64911 -0.21 0.05 -0.02 -0.70
C -0.13533 0.20588 3.60391 -0.05 -0.01 0.07 -0.62
N 0.54928 0.08939 2.42130 0.35 -0.17 -0.30 0.39
C 1.81936 -0.11908 2.74646 -0.36 0.05 0.26 0.07
C 2.86835 -0.27765 1.76018 0.30 -0.06 -0.34 0.27
N 2.64464 -0.23074 0.45233 -0.45 -0.01 0.35 0.59
C 3.85883 -0.43274 -0.15187 0.09 0.02 -0.04 -0.80
C 4.82414 -0.59014 0.79591 -0.02 -0.03 -0.26 -0.68
N 4.18114 -0.48815 1.99963 -0.14 0.00 0.15 -0.15
H 2.79854 -0.31498 4.61379 0.03 0.02 0.02 0.19
H 0.56782 0.09184 5.71289 0.03 -0.02 -0.01 0.44
H -1.19647 0.38414 3.63442 0.01 -0.01 0.02 0.48
H 3.96527 -0.45399 -1.22285 0.03 -0.02 0.01 0.51
H 5.88121 -0.77222 0.71413 -0.01 0.01 0.04 0.45
H 4.62610 -0.58864 2.89690 0.03 0.00 0.01 0.19
O -6.72585 -0.61558 -3.37712 0.10 0.22 0.17 -0.55
N -5.91723 -0.01185 -4.05210 -0.02 -0.44 -0.43 0.92
O -6.13189 0.48809 -5.13291 -0.05 0.13 0.25 -0.54
C -4.51134 0.00662 -3.58791 0.35 0.15 -0.03 0.12
C -3.57190 0.02842 -4.55450 -0.32 -0.01 -0.04 -0.75
C -2.18583 -0.01582 -4.23128 0.22 -0.02 0.28 0.81
C -1.19036 -0.05905 -5.22276 0.03 0.01 0.07 -0.42
C 0.12562 -0.13443 -4.84566 0.00 0.02 -0.13 -1.23
C 0.42882 -0.15428 -3.48520 -0.03 0.04 0.15 -0.03
N -0.48438 -0.09779 -2.52782 0.15 -0.13 0.15 0.13
C -1.78807 -0.03883 -2.88618 -0.06 0.00 -0.20 -0.42
C -2.79473 -0.01818 -1.85037 -0.21 -0.01 -0.07 0.18
N -2.36819 -0.01658 -0.56564 0.15 -0.23 0.12 0.23
C -3.26803 -0.02917 0.40259 0.19 0.05 0.01 -0.02
C -4.63847 -0.01374 0.16885 -0.15 0.02 -0.08 -1.15
C -5.09235 -0.00003 -1.12607 0.11 -0.01 0.07 -0.51
C -4.16448 -0.01608 -2.18861 0.02 0.03 0.12 0.39
H -3.87497 0.06111 -5.59235 -0.03 0.00 0.01 0.56
H -1.47277 -0.03927 -6.26768 0.00 -0.01 0.00 0.50
H 0.91902 -0.18216 -5.57731 0.01 0.00 0.01 0.45
H 1.46193 -0.22131 -3.16024 0.02 0.00 -0.05 0.55
H -2.88402 -0.04490 1.41750 -0.05 -0.02 0.02 0.44
H -5.33193 -0.01486 0.99724 0.02 0.00 0.01 0.47
H -6.14989 0.01054 -1.32673 -0.07 -0.02 -0.06 0.56
C -1.50200 5.15490 2.32911 0.11 0.05 -0.10 -1.16
C -0.36974 5.52547 1.37007 -0.14 -0.14 0.12 -0.30
C -0.20694 4.50545 0.24148 0.04 -0.08 0.22 -0.86
S 0.56253 3.00266 0.92141 0.35 0.78 -0.13 0.40
O 0.16179 1.86952 -0.02419 0.01 0.33 -0.04 -0.45
C 2.31066 3.35009 0.51172 -0.27 -0.17 -0.06 -0.93
C 2.63147 3.21776 -0.96993 0.10 0.03 0.03 0.10
C 4.13738 3.31904 -1.20755 -0.09 0.04 0.02 -1.41
H -1.48610 5.79504 3.20923 -0.03 -0.01 0.00 0.37
H -1.41425 4.11891 2.66429 -0.02 0.01 0.06 0.28
H -2.47092 5.27598 1.84387 0.00 -0.03 0.00 0.33
H 0.57093 5.62225 1.92123 0.01 0.07 -0.05 0.23
H -0.57420 6.49850 0.92421 0.10 0.02 -0.03 0.41
H 0.39770 4.87726 -0.58345 0.00 -0.07 -0.02 0.32
H -1.17439 4.17768 -0.14163 0.01 -0.04 -0.01 0.46
H 2.88908 2.63310 1.09815 -0.01 0.02 0.04 0.26
H 2.52268 4.35290 0.88758 -0.06 0.00 0.10 0.74
H 2.12208 3.99750 -1.53785 -0.04 -0.04 -0.02 0.38
H 2.26240 2.25604 -1.32926 -0.03 0.01 -0.04 -0.14
H 4.53437 4.25230 -0.80684 0.04 -0.01 -0.02 0.38
H 4.35534 3.29544 -2.27432 0.03 -0.01 0.01 0.40
H 4.66597 2.49098 -0.73274 0.02 0.01 0.02 0.29
C -1.70277 -6.29897 -0.76558 0.20 0.08 0.10 -0.93
Si -0.06648 -5.77774 -0.00379 0.04 -0.17 -0.02 0.01
C 1.38153 -6.36509 -1.05007 -0.19 0.06 0.14 -0.93
C 0.08101 -6.37341 1.77296 -0.02 0.07 -0.23 -0.93
C 0.00394 -3.91288 0.02005 -0.04 -0.17 -0.02 0.12
C 0.06102 -2.68884 0.02252 0.06 0.20 0.09 -0.54
H -1.76900 -7.38870 -0.79308 0.00 0.00 0.00 0.32
H -1.80299 -5.93331 -1.78884 0.04 0.01 0.00 0.30
H -2.55286 -5.92797 -0.19077 0.03 0.01 0.03 0.30
H 1.39997 -7.45621 -1.09125 0.00 0.00 0.00 0.31
H 2.33561 -6.02953 -0.64017 -0.02 0.00 0.03 0.30
H 1.30728 -5.99389 -2.07366 -0.03 0.00 0.01 0.30
H 0.05209 -7.46447 1.80748 0.00 0.00 0.00 0.31
H -0.73799 -5.99836 2.38897 -0.02 0.00 -0.03 0.30
H 1.01883 -6.04958 2.22742 0.01 0.00 -0.04 0.30
```
Forces are in eV/Å.

Results
- Lowest unoccupied orbital energy (alpha / beta): -5.7 / -5.7 eV
- Multiplicity: 7
- HOMO-LUMO gap (alpha / beta): 7.753 / 7.779 eV
- Energy relative to the best compared isomer or geometry (same formula, charge and spin): 0.7579 eV
- Total charge: +2
- HOMO level (alpha / beta): -13.5 / -13.5 eV

***

# C29H36N8Tm

C29H36N8Tm as an isolated structure (ωB97M-V with the def2-TZVPD basis set, the OMol25 dataset).

The geometry in XYZ format:
```
74
Properties=species:S:1:pos:R:3:forces:R:3:mulliken_charge:R:1
Tm -0.30739 0.66729 0.76288 0.55 1.05 -1.35 0.64
N -1.50837 -2.32380 1.47394 -1.87 -5.55 -1.37 0.15
N -0.44082 -3.36647 -1.28721 0.76 0.78 -0.11 0.21
C 1.50557 2.47507 0.07531 0.08 -0.61 0.96 1.00
C 2.17841 1.23822 0.34449 -0.22 1.08 1.01 0.52
C 2.03879 0.96147 1.74251 -0.34 1.21 -0.52 0.65
C 2.65744 -0.15742 2.48807 0.02 -0.59 0.40 -1.03
H 3.36253 -0.70695 1.85563 -0.08 0.02 0.15 0.33
H 1.90249 -0.86708 2.85396 0.22 0.06 -0.16 -0.09
H 3.20132 0.21304 3.36955 0.00 -0.04 -0.13 0.28
C 1.23375 1.99477 2.32040 0.60 -0.09 -1.08 0.73
C 0.87931 2.09779 3.75561 -0.22 -0.10 0.65 -1.33
H 1.78180 2.13215 4.38385 -0.10 0.10 -0.06 0.25
H 0.29156 1.23013 4.09162 0.07 0.25 -0.10 0.02
H 0.29260 3.00296 3.94929 0.10 -0.14 0.05 0.40
C 0.88708 2.91852 1.28553 0.86 -0.92 0.02 0.60
C 0.05957 4.13751 1.46168 -0.31 0.55 0.15 -1.87
H -0.87916 3.91228 1.98990 0.16 0.16 -0.12 0.34
H -0.19927 4.57986 0.49301 0.00 -0.03 0.17 0.41
H 0.58489 4.90490 2.05159 -0.13 -0.06 -0.12 0.30
C 2.90368 0.38550 -0.62782 0.25 -0.43 -0.42 -1.80
H 3.81621 -0.03767 -0.18385 -0.16 0.11 -0.16 0.51
H 3.18422 0.94928 -1.52587 -0.02 -0.13 0.14 0.39
H 2.29101 -0.46938 -0.96226 0.17 0.11 -0.01 0.05
C 1.48209 3.20739 -1.21064 -0.32 0.32 -0.65 -1.75
H 0.51020 3.10286 -1.71261 0.25 0.13 -0.07 0.13
H 2.23782 2.82264 -1.90464 -0.13 0.11 0.07 0.41
H 1.65811 4.28468 -1.06751 0.05 -0.25 -0.03 0.42
C -2.14036 -2.25681 2.76599 -0.32 -0.76 2.27 0.72
H -1.39391 -2.49510 3.57851 -0.43 -0.05 -0.95 -0.04
C -3.33651 -3.09698 3.01926 0.04 -0.24 -0.39 -1.09
H -4.09923 -2.69370 3.67961 -0.01 -0.36 -0.10 0.17
C -3.21223 -4.35574 2.53304 -0.51 0.38 0.51 -0.32
H -3.87981 -5.16424 2.82974 -0.06 0.15 -0.15 0.35
C -2.21468 -4.63099 1.59294 0.74 -1.01 0.00 -1.30
H -2.11838 -5.65228 1.22158 -0.17 0.31 -0.04 0.12
C -1.43085 -3.66785 0.91184 -0.97 1.42 1.51 1.28
C -0.85502 -4.19810 -0.26790 0.99 1.18 -0.48 -0.93
H -0.76077 -5.26911 -0.43735 -0.23 0.52 0.04 0.24
C -0.56768 -2.00805 -1.28443 -0.96 -1.33 -0.20 -0.26
C 0.16612 -3.72936 -2.51211 -0.75 -0.40 1.35 -1.08
H 0.38153 -4.75715 -2.73169 0.00 -0.05 -0.06 0.41
C 0.29340 -2.62263 -3.24861 -0.15 1.85 -0.01 -0.43
H 0.63385 -2.50612 -4.26282 0.03 0.01 0.18 0.52
N -0.14095 -1.52178 -2.48429 0.79 -0.83 -0.95 0.47
C -0.09419 -0.16047 -2.88890 -0.01 0.79 -0.57 0.11
C 0.90025 0.24656 -3.80292 -0.73 0.24 0.18 1.45
C 0.73763 1.46179 -4.48179 -0.20 0.26 0.07 -0.90
H 1.45691 1.73121 -5.25940 -0.09 -0.04 0.25 0.23
C -0.32879 2.31967 -4.20808 0.08 -0.34 0.08 1.34
C -0.55775 3.56882 -5.01342 0.04 0.19 -0.10 -1.57
H -0.51012 4.46853 -4.38433 0.02 -0.18 -0.11 0.30
H -1.54990 3.55918 -5.48459 0.19 -0.02 0.08 0.31
H 0.19436 3.66351 -5.80378 -0.12 0.04 0.09 0.38
C -1.18376 2.00419 -3.15509 0.71 -0.43 -0.03 -1.13
H -1.98452 2.70341 -2.90210 0.19 -0.31 0.09 0.37
C -1.04805 0.80585 -2.40291 -0.34 0.42 -0.48 2.04
C -1.82868 0.65444 -1.17682 -0.20 0.00 0.29 -2.74
H -1.28859 -1.50651 -0.66528 0.38 -0.02 0.02 0.44
H -2.62220 -0.10544 -1.22737 0.35 0.05 0.37 0.47
H -2.24915 1.59598 -0.76322 -0.19 -0.12 -0.88 0.29
C 2.15772 -0.52108 -4.08877 0.56 -0.18 -0.32 -2.90
H 2.08283 -1.07160 -5.03899 0.09 -0.01 0.23 0.49
H 2.45159 -1.22052 -3.29735 -0.21 0.14 -0.18 0.41
H 2.99176 0.18797 -4.21396 -0.29 -0.16 0.05 0.48
N -2.84472 -0.20287 3.89723 -0.41 1.11 1.24 -0.80
N -2.44152 -0.85215 2.76435 -2.98 -1.72 -0.52 0.04
N -0.00146 -1.39104 4.48931 1.97 0.65 1.91 -0.38
C 0.78876 -1.25395 5.33135 -0.49 -0.34 -0.29 -0.07
N -0.79338 -1.20582 1.38548 3.00 -1.97 -1.63 0.03
N -1.38648 -0.29133 2.20436 0.79 4.40 0.86 -0.22
H -3.46014 -0.80211 4.43535 0.20 0.08 -0.01 0.26
H -2.03668 0.12029 4.43387 0.16 -0.42 0.37 0.17
H 1.51838 -1.17012 6.14801 -0.72 -0.01 -0.90 0.38
```
Forces are in eV/Å.

Results
- Lowest unoccupied orbital energy (alpha / beta): 2.6 / 2.6 eV
- Multiplicity: 3
- HOMO-LUMO gap (alpha / beta): 3.537 / 3.633 eV
- Energy relative to the best compared isomer or geometry (same formula, charge and spin): 1.7906 eV
- Total charge: -1
- HOMO level (alpha / beta): -0.9 / -1.0 eV

***

# C29H37Cl5CsN5O4S4

C29H37Cl5CsN5O4S4 as an isolated structure (ωB97M-V with the def2-TZVPD basis set, the OMol25 dataset).

The geometry in XYZ format:
```
85
Properties=species:S:1:pos:R:3:forces:R:3:mulliken_charge:R:1
Cs 1.28364 -0.27225 -1.28231 0.04 -0.85 -0.40 1.57
N -1.05764 -1.30732 2.18338 0.09 -0.09 0.03 -0.43
N 0.03098 -2.15090 1.91253 -0.02 0.07 0.27 0.23
C 1.13291 -2.19878 2.70409 -0.02 0.17 -0.01 0.04
N 2.17441 -2.84348 2.17527 -0.01 0.05 0.25 -0.16
S 1.17101 -1.49426 4.23119 -0.06 0.02 0.08 -0.37
H -0.70680 -0.35185 2.17852 0.05 0.11 0.00 0.05
H -1.32229 -1.49443 3.14415 -0.05 0.00 0.10 0.28
H 0.12062 -2.41401 0.94697 0.09 -0.21 -0.37 -0.13
H 2.18287 -3.05287 1.17314 -0.03 -0.14 -0.30 0.18
H 3.02037 -2.86435 2.71459 0.00 0.00 0.03 0.22
Cl 4.15909 -1.61286 -0.52945 0.30 -0.19 -0.01 -0.05
C 3.32238 -2.99570 -1.30027 -0.06 0.01 0.04 1.31
C 2.09475 -3.35162 -0.79218 0.09 -0.01 0.08 -1.55
C 1.50376 -4.42386 -1.42894 -0.05 0.00 0.01 0.59
Cl -0.04538 -4.99876 -0.80861 0.00 0.02 -0.01 -0.20
C 2.05434 -5.09221 -2.51735 0.04 -0.01 -0.02 -0.52
Cl 1.24504 -6.41126 -3.28496 0.00 0.02 0.01 -0.20
C 3.30202 -4.67876 -2.99116 0.00 0.02 0.02 0.76
Cl 4.02971 -5.47797 -4.33287 0.01 -0.02 -0.02 -0.21
C 3.95779 -3.61670 -2.37149 0.02 0.01 -0.05 -0.67
Cl 5.50610 -3.10784 -2.94193 0.02 0.01 0.00 -0.20
O 1.28096 0.63412 1.24215 -0.08 0.20 0.64 -0.34
S 2.53029 0.74848 2.06899 0.02 -0.10 0.06 0.04
C 2.12222 1.83612 3.42327 0.03 0.08 0.02 0.46
C 0.90158 2.48675 3.43208 0.03 -0.01 0.01 -0.14
C 0.59134 3.30787 4.50667 0.00 0.01 0.00 -0.77
C 1.49555 3.46424 5.54775 -0.03 0.03 0.01 -0.45
C 2.71173 2.79482 5.52725 0.05 -0.02 -0.01 -0.64
C 3.03005 1.96793 4.46153 -0.05 0.01 0.03 -0.41
C 3.56879 1.87612 1.13938 0.03 0.00 0.04 0.28
C 4.93249 1.63656 1.10431 0.00 0.01 -0.02 -0.27
C 5.74766 2.47782 0.35655 0.01 -0.01 0.01 -0.69
C 5.18945 3.53091 -0.35077 0.02 0.01 -0.01 -0.47
C 3.81619 3.75071 -0.31972 -0.02 -0.01 -0.01 -0.66
C 2.99738 2.92114 0.42693 -0.01 0.02 -0.02 -0.29
H 0.20862 2.33082 2.61499 0.01 -0.01 0.00 0.32
H -0.36206 3.81947 4.53570 0.00 0.00 0.00 0.40
H 1.24738 4.10173 6.38653 0.00 -0.01 0.00 0.39
H 3.40600 2.90413 6.35011 0.00 0.00 -0.01 0.40
H 3.96242 1.41534 4.44765 -0.01 0.01 0.00 0.39
H 5.35045 0.79238 1.64052 -0.01 0.01 0.00 0.48
H 6.81382 2.29830 0.31595 0.00 0.00 0.00 0.40
H 5.82429 4.17995 -0.93991 0.00 0.00 0.00 0.40
H 3.38658 4.56894 -0.88365 0.00 0.00 0.01 0.42
H 1.92330 3.06351 0.45035 0.01 -0.01 0.01 0.45
C -4.20884 3.30509 -1.76511 0.01 -0.06 -0.04 -0.76
N -2.95540 4.02232 -1.83808 -0.01 0.05 0.08 0.06
C -2.93916 5.40422 -2.32425 0.00 0.01 0.02 -0.64
C -1.44471 5.61099 -2.63068 -0.05 0.03 -0.01 -0.66
N -0.87448 4.25733 -2.69892 0.04 -0.07 -0.03 -0.56
C -1.77764 3.46671 -2.25679 0.02 0.03 -0.03 0.26
S -1.49233 1.73933 -2.05023 -0.09 0.10 -0.04 0.20
H -4.84231 3.74001 -0.99270 0.01 0.01 -0.01 0.31
H -4.03200 2.26251 -1.50045 -0.01 0.02 0.03 0.17
H -4.74602 3.33218 -2.71966 0.00 0.00 -0.01 0.30
H -3.32621 6.09082 -1.57211 0.00 0.00 -0.01 0.35
H -3.56094 5.48686 -3.22344 0.01 -0.01 -0.02 0.31
H -0.94626 6.16661 -1.83319 0.00 0.00 0.01 0.29
H -1.27696 6.14364 -3.56491 0.00 0.01 0.01 0.33
H 0.67515 3.27627 -2.47059 -0.03 0.03 -0.02 0.43
C -4.10813 -4.71276 1.78448 0.01 -0.02 -0.01 -1.34
C -4.06559 -3.30004 1.21262 -0.02 0.02 -0.01 -0.36
C -2.88363 -3.12912 0.26924 -0.01 0.05 0.03 -0.13
S -2.78864 -1.42962 -0.34247 -0.27 0.00 0.04 0.30
O -1.43819 -1.24912 -0.96622 0.31 0.02 -0.12 -0.56
C -3.95554 -1.54723 -1.75115 -0.04 -0.12 0.03 -0.75
C -3.30280 -1.85482 -3.09458 0.00 0.01 0.04 -0.18
C -2.73072 -3.25931 -3.23477 -0.01 -0.01 0.00 -1.03
H -4.94348 -4.83450 2.47427 0.00 0.00 -0.01 0.39
H -3.18769 -4.93748 2.32638 -0.01 0.00 -0.01 0.31
H -4.21539 -5.45452 0.99040 0.00 0.01 0.01 0.32
H -3.97752 -2.57000 2.02063 0.00 0.00 0.00 0.30
H -5.00588 -3.08342 0.69478 0.02 -0.01 0.00 0.28
H -2.91501 -3.81907 -0.57087 -0.01 -0.03 -0.08 0.44
H -1.94617 -3.27992 0.80564 -0.05 0.05 -0.05 -0.04
H -4.45726 -0.57827 -1.79402 0.03 0.01 0.02 0.33
H -4.71054 -2.29119 -1.48033 0.02 0.02 -0.01 0.44
H -2.51536 -1.11969 -3.27099 0.02 0.00 0.00 0.04
H -4.06386 -1.68533 -3.86135 -0.01 0.00 0.00 0.51
H -1.87788 -3.41023 -2.57498 0.02 -0.01 0.03 0.04
H -2.38965 -3.42884 -4.25673 0.01 0.00 0.01 0.41
H -3.48122 -4.02233 -3.01018 0.00 0.02 0.01 0.31
O 0.96932 2.35131 -2.26551 0.02 0.32 -0.17 -0.31
O -0.09720 1.64452 -2.93010 -0.35 0.33 -0.16 -0.35
```
Forces are in eV/Å.

Results
- Lowest unoccupied orbital energy: -0.1 eV
- HOMO-LUMO gap: 7.493 eV
- Energy relative to the best compared isomer or geometry (same formula, charge and spin): 1.6039 eV
- HOMO level: -7.6 eV